{
  "formula": "C40H62GeN8O4S3SeSi2Ti",
  "method": "the ωB97M-V functional and the def2-TZVPD basis",
  "homo_energy_ev": [-0.161, -2.210],
  "e_lumo_ev": [3.7, 3.7],
  "s_squared": 2.0447,
  "charge": -2,
  "multiplicity": 3,
  "gap_ev": [3.8212, 5.8651],
  "e_above_lowest_kj_mol": 41.4,
  "e_tot_ev": -255843.27997,
  "symbols": ["Ti", "C", "Si", "C", "C", "N", "C", "C", "C", "C", "C", "C", "N", "Si", "C", "C", "C", "H", "H", "H", "H", "H", "H", "H", "H", "H", "H", "H", "H", "H", "H", "H", "H", "H", "H", "H", "H", "H", "H", "C", "C", "N", "C", "C", "C", "S", "N", "C", "O", "C", "C", "C", "C", "C", "C", "H", "H", "H", "H", "H", "H", "H", "H", "H", "H", "H", "H", "H", "H", "H", "C", "Ge", "C", "C", "C", "Se", "C", "H", "H", "H", "H", "H", "H", "H", "H", "H", "H", "H", "H", "H", "H", "O", "S", "O", "N", "C", "O", "C", "C", "C", "C", "C", "C", "H", "H", "H", "H", "C", "C", "C", "N", "N", "C", "N", "S", "H", "H", "H", "H", "H", "H", "H"],
  "coordinates": [[-0.179, 0.306, -0.266], [1.035, 0.492, 3.645], [-0.366, 1.481, 2.900], [-2.012, 0.780, 3.470], [-0.137, 3.111, 3.850], [-0.275, 1.685, 1.176], [-0.957, 2.744, 0.544], [-1.763, 3.675, 1.213], [-2.301, 4.786, 0.576], [-2.057, 4.977, -0.776], [-1.347, 4.014, -1.483], [-0.834, 2.864, -0.872], [-0.243, 1.801, -1.575], [-0.250, 1.807, -3.323], [0.704, 3.178, -4.149], [-2.010, 1.845, -3.973], [0.488, 0.264, -4.083], [0.975, 0.590, 4.738], [1.987, 0.914, 3.308], [1.025, -0.564, 3.392], [-2.437, 1.378, 4.285], [-1.900, -0.254, 3.815], [-2.735, 0.770, 2.644], [0.426, 2.910, 4.769], [-1.092, 3.571, 4.132], [0.426, 3.849, 3.261], [-1.984, 3.515, 2.262], [-2.898, 5.494, 1.140], [-2.430, 5.856, -1.289], [-1.207, 4.148, -2.549], [0.221, 4.160, -4.097], [0.830, 2.914, -5.206], [1.696, 3.268, -3.694], [-2.598, 2.692, -3.595], [-2.518, 0.924, -3.665], [-1.999, 1.895, -5.069], [0.576, -0.564, -3.386], [1.490, 0.468, -4.475], [-0.156, -0.058, -4.912], [-4.370, -4.431, 1.546], [-3.707, -3.586, 2.634], [-2.306, -3.273, 2.371], [-1.315, -4.048, 3.095], [-1.204, -5.490, 2.604], [-2.002, -2.175, 1.558], [-0.328, -1.679, 1.461], [-3.047, -1.664, 0.957], [-3.046, -0.563, 0.176], [-1.945, 0.093, -0.155], [-4.286, -0.046, -0.332], [-5.522, -0.667, -0.051], [-6.707, -0.137, -0.540], [-6.707, 1.023, -1.316], [-5.490, 1.649, -1.594], [-4.298, 1.129, -1.120], [-5.438, -4.557, 1.755], [-3.910, -5.421, 1.474], [-4.257, -3.925, 0.585], [-3.745, -4.114, 3.592], [-4.254, -2.649, 2.732], [-1.565, -4.045, 4.162], [-0.357, -3.552, 2.979], [-2.105, -6.067, 2.830], [-0.353, -5.989, 3.081], [-1.055, -5.506, 1.519], [-5.525, -1.563, 0.560], [-7.647, -0.631, -0.314], [-7.637, 1.435, -1.691], [-5.472, 2.558, -2.184], [-3.357, 1.618, -1.336], [6.544, 1.834, 4.790], [5.480, 1.596, 3.145], [3.988, 2.843, 3.188], [6.654, 1.980, 1.651], [4.827, -0.238, 3.178], [3.662, -0.656, 1.660], [5.112, -0.991, 0.399], [6.955, 2.849, 4.834], [7.379, 1.125, 4.809], [5.931, 1.671, 5.683], [4.360, 3.871, 3.208], [3.358, 2.678, 4.066], [3.375, 2.711, 2.290], [6.983, 3.022, 1.715], [6.133, 1.845, 0.697], [7.535, 1.332, 1.672], [4.218, -0.384, 4.072], [5.646, -0.959, 3.200], [5.475, -0.057, -0.027], [4.715, -1.617, -0.398], [5.909, -1.526, 0.917], [5.401, 1.892, -0.920], [4.173, 1.924, -1.707], [3.964, 3.184, -2.396], [2.909, 1.480, -0.831], [2.507, 0.227, -1.175], [1.557, -0.424, -0.430], [3.183, -0.371, -2.257], [3.089, -1.652, -2.859], [3.870, -1.936, -3.957], [4.779, -0.995, -4.501], [4.922, 0.250, -3.887], [4.145, 0.540, -2.786], [2.407, -2.399, -2.475], [3.785, -2.914, -4.423], [5.368, -1.246, -5.377], [5.629, 0.983, -4.264], [-4.875, -3.167, -2.666], [-3.745, -2.560, -3.504], [-2.446, -2.513, -2.764], [-1.821, -1.442, -2.483], [-0.656, -1.645, -1.753], [-0.411, -2.896, -1.541], [0.720, -3.370, -0.955], [-1.628, -3.943, -2.187], [-5.807, -3.179, -3.234], [-5.031, -2.579, -1.759], [-4.640, -4.196, -2.373], [-3.982, -1.531, -3.776], [-3.613, -3.133, -4.426], [1.219, -2.608, -0.498], [0.552, -4.122, -0.305]],
  "lowdin_spin": [0.102, 0.002, 0.002, 0.001, 0.000, 0.006, 0.003, 0.000, 0.000, 0.000, 0.000, 0.000, -0.001, 0.000, 0.000, 0.001, 0.003, 0.000, 0.000, 0.001, 0.000, 0.000, 0.001, 0.000, 0.000, 0.000, 0.000, 0.000, 0.000, 0.000, 0.000, 0.000, 0.000, 0.000, 0.001, 0.000, 0.001, 0.000, 0.000, 0.002, 0.005, 0.055, 0.006, 0.003, 0.111, 0.040, 0.017, 0.258, 0.075, 0.035, 0.079, -0.001, 0.105, 0.000, 0.080, 0.000, 0.000, 0.000, 0.001, 0.001, 0.002, 0.000, 0.000, 0.001, 0.000, 0.006, -0.003, 0.008, -0.003, 0.005, 0.000, 0.000, 0.000, 0.000, 0.000, 0.001, 0.003, 0.000, 0.000, 0.000, 0.000, 0.000, 0.000, 0.000, 0.000, 0.000, 0.000, 0.000, 0.000, 0.001, 0.000, 0.031, 0.039, 0.029, 0.126, 0.196, 0.055, 0.116, 0.071, 0.023, 0.139, 0.002, 0.124, 0.005, -0.002, 0.011, -0.003, 0.001, 0.000, 0.001, 0.003, 0.002, 0.001, 0.003, 0.001, 0.000, 0.001, 0.000, 0.000, 0.000, 0.001, 0.000]
}